Entry 1:
86
Properties=species:S:1:pos:R:3:forces:R:3:mulliken_charge:R:1 method="wB97M-V/def2-TZVPD" total_energy_ev=-54283.9941 smiles=OCCO.OCCO.OCCO.OCCO.OCCO.OCCO.OCCO.OCCO.O.O lumo_ev=-0.020 total_charge=0
O -1.88969 0.59500 1.13400 -1.1 0.1 -2.1 -0.392
C -3.00669 1.49700 1.02200 0.1 0.7 0.1 -0.416
C -2.47069 2.96000 0.95600 -1.0 -1.2 -2.2 -0.246
O -3.54169 3.87300 0.80000 -0.3 -0.1 -0.1 -0.569
H -1.61369 0.52400 2.01700 0.5 0.0 1.8 0.229
H -3.61369 1.21100 0.12200 0.8 0.3 0.6 0.035
H -3.69069 1.44500 1.87500 0.1 -0.3 0.1 0.460
H -1.81469 3.02100 0.07300 0.2 0.0 0.4 0.121
H -1.93969 3.22600 1.83000 0.6 0.2 1.0 0.376
H -3.97369 3.64800 -0.03800 0.1 0.2 0.3 0.342
O -0.81469 0.42000 -1.55600 -0.2 0.5 -3.8 0.631
C -0.14669 -0.79000 -1.70800 1.3 -0.7 2.1 -0.362
C 0.69631 -0.86000 -0.42500 1.3 0.2 -0.2 -0.560
O 1.49931 -2.01300 -0.49200 -1.0 -0.8 -0.8 -0.686
H -1.11969 0.47700 -0.68700 -1.0 0.3 2.6 -0.283
H -0.76169 -1.68600 -1.59800 -0.6 0.1 -0.8 0.379
H 0.49731 -0.85000 -2.61900 -0.7 0.3 0.7 0.288
H 0.16931 -0.77400 0.53800 -0.8 -0.6 -0.5 -0.216
H 1.36231 -0.02200 -0.31600 0.4 0.8 -0.6 0.745
H 2.24531 -1.85700 0.07100 1.1 0.1 0.7 0.376
O -0.59369 -3.65600 0.02200 1.6 0.7 -0.3 -0.661
C -0.14469 -4.55200 1.02500 0.0 1.5 1.5 -0.522
C 1.38731 -4.71700 1.04500 -0.7 -0.1 -1.5 0.313
O 1.69131 -5.61300 2.07400 -0.6 -0.3 0.6 -0.595
H 0.17731 -3.04600 -0.19800 -0.9 -0.9 0.3 0.367
H -0.53469 -4.21600 2.05000 0.7 -0.2 -1.1 0.075
H -0.64769 -5.45700 0.84000 -0.3 -1.5 -0.2 0.508
H 1.83931 -3.70800 1.08900 0.0 -0.6 0.5 -0.197
H 1.67031 -5.18200 0.06400 -0.1 0.5 0.5 0.352
H 2.57331 -5.53500 2.41400 0.7 0.2 0.0 0.387
O 1.67231 -3.83900 5.81600 0.9 0.1 -1.4 -0.550
C 1.33831 -3.37800 4.50900 -0.1 -1.1 -0.4 0.216
C 0.90331 -1.93100 4.49700 0.6 0.7 -1.3 -0.805
O 0.86231 -1.57600 3.08500 1.1 0.7 0.0 -0.229
H 0.88331 -3.87000 6.31100 -1.4 -0.2 1.1 0.320
H 2.23431 -3.60200 3.88500 -0.4 0.9 0.5 -0.037
H 0.56831 -3.96400 3.93300 0.4 0.1 1.1 0.186
H 1.61031 -1.28100 5.08500 -0.5 -0.5 -0.9 0.196
H -0.10169 -1.69000 4.79900 -0.4 -0.6 1.1 0.543
H -0.02769 -1.63300 2.73100 -0.1 -0.2 0.2 0.133
O 3.68331 6.11700 -0.49600 -0.1 -0.3 0.7 -0.539
C 3.22231 4.76100 -0.32700 -0.3 0.4 -0.7 -0.260
C 3.67231 3.87700 -1.55400 1.5 2.0 2.0 -0.515
O 3.08131 2.62200 -1.45800 -1.1 -0.9 -0.6 -0.579
H 3.29531 6.71600 0.18300 0.3 -0.9 -0.7 0.311
H 3.49331 4.29600 0.61600 0.9 0.0 0.3 0.276
H 2.13431 4.76700 -0.23600 -0.2 -0.1 -0.6 0.260
H 4.74731 3.67800 -1.56600 0.2 0.6 0.4 0.351
H 3.54831 4.52300 -2.43000 -1.0 -1.0 -0.3 0.355
H 3.33831 2.19600 -0.62700 0.1 0.3 -0.3 0.238
O -2.26669 5.72700 -4.27600 1.9 -1.5 0.3 -0.532
C -2.61869 4.34900 -4.55900 -0.5 1.5 -1.5 -0.443
C -1.74969 3.51500 -3.70300 -0.5 -1.2 0.6 -0.058
O -1.99369 2.10600 -3.90100 0.2 0.3 -1.2 -0.757
H -2.96569 6.33300 -4.38800 -1.4 0.6 -0.3 0.298
H -3.66069 4.23300 -4.27000 -0.2 -0.5 -0.4 0.313
H -2.42769 4.15800 -5.64900 -0.5 0.0 0.8 0.215
H -2.12169 3.66200 -2.71200 0.6 0.8 1.0 0.038
H -0.71769 3.79300 -3.86300 0.3 -0.1 0.3 0.375
H -1.49169 1.61600 -3.24400 0.1 0.0 0.3 0.351
O 5.53131 -2.61000 3.65500 -0.1 1.0 -0.1 -0.554
C 4.62431 -1.62900 3.05200 2.2 -0.9 1.4 -0.440
C 4.50131 -1.95300 1.64000 -0.4 -1.8 -2.2 -0.084
O 3.46431 -1.12400 1.12400 1.0 -0.4 -1.6 -0.455
H 6.45031 -2.29500 3.53200 -0.8 -0.2 0.1 0.341
H 3.63131 -1.74200 3.50300 0.4 0.3 0.4 0.055
H 5.08431 -0.62600 3.12000 -0.7 -0.2 0.5 0.360
H 4.25131 -3.05000 1.47400 0.0 1.1 0.4 0.079
H 5.43931 -1.83500 1.07800 -0.3 0.4 0.1 0.320
H 3.04831 -0.76500 1.88000 -1.2 0.7 1.1 0.211
O -4.47269 1.19600 -3.12300 -1.2 -0.1 0.8 -0.423
C -4.94469 -0.15300 -3.00000 2.1 2.2 1.0 -0.886
C -3.85569 -1.02700 -2.30300 0.4 3.3 0.5 0.795
O -4.46069 -2.13100 -1.85200 -2.5 -3.3 0.0 -0.590
H -3.70769 1.24800 -3.68300 0.9 0.1 -0.5 0.276
H -5.86769 -0.02900 -2.42800 0.0 -0.6 0.1 0.528
H -5.13569 -0.48600 -3.99200 -0.4 -1.0 -0.7 0.359
H -3.40069 -0.60400 -1.33400 -0.3 0.5 -1.8 -0.406
H -3.07769 -1.19500 -3.05500 0.2 -0.3 0.2 0.081
H -5.41269 -2.02000 -2.03600 0.6 -0.7 0.4 0.326
O -3.26769 -3.25600 0.31600 0.0 0.1 0.0 -0.714
H -3.62769 -2.86900 -0.50700 0.2 -0.4 0.5 0.364
H -2.33069 -3.48300 0.16200 -0.4 0.3 -0.2 0.455
O 0.37131 2.90900 -1.48700 -0.6 -0.1 -0.2 -0.589
H 1.31831 2.84000 -1.47200 1.2 0.5 0.2 0.469
H 0.21031 2.04500 -1.87900 -0.8 -0.2 0.1 0.174

Entry 2:
81
Properties=species:S:1:pos:R:3:forces:R:3:mulliken_charge:R:1 method="wB97M-V/def2-TZVPD" total_energy_ev=-40346.4966 smiles=COC[C@H](C)N.COC[C@H](C)N.COC[C@H](C)N.CCO.CCO.O.O.O.O lumo_ev=-0.068 total_charge=0
C -1.85681 -1.00733 3.60981 -0.1 -0.1 -0.6 -0.367
O -1.51486 0.37482 3.37666 -1.7 -0.6 1.7 -0.331
C -2.49107 1.20470 4.06768 0.2 0.3 -0.4 -1.073
C -3.75258 1.41842 3.19553 -0.3 0.3 -0.1 0.948
C -3.47584 1.92489 1.81543 -0.2 -0.4 -0.2 -1.005
N -4.68550 2.39550 3.76067 0.3 0.1 1.6 -0.828
H -1.53880 -1.41405 4.56977 0.7 0.4 0.1 0.248
H -1.44379 -1.58121 2.78023 0.1 -0.1 0.2 -0.161
H -2.93445 -1.16866 3.63729 -0.2 0.3 -0.4 0.359
H -2.74281 0.80903 5.05165 -0.1 -0.6 0.0 0.391
H -1.97459 2.12129 4.35266 -0.2 0.4 -0.7 0.284
H -4.38326 0.53298 3.11594 0.8 -0.9 -0.1 0.214
H -3.02442 2.91368 1.89675 0.2 -0.1 -0.3 0.191
H -4.48301 2.02780 1.41157 0.2 0.2 -0.6 0.569
H -2.94448 1.20260 1.19571 0.3 0.4 0.0 -0.135
H -5.10839 1.88416 4.52210 -0.3 0.5 0.6 0.274
H -5.45814 2.57183 3.13456 0.1 0.0 -0.4 0.264
C -0.21063 2.37951 -2.99483 -0.5 0.0 1.2 -0.680
O 1.15866 2.39170 -2.68627 -0.4 -0.2 -0.5 -0.092
C 1.85305 2.92528 -3.77048 2.1 0.9 0.9 -0.941
C 3.38404 2.78184 -3.46999 -2.2 -0.2 1.1 0.792
C 3.82321 3.48068 -2.20550 0.2 -0.1 0.9 -1.316
N 4.17227 3.18215 -4.54696 1.4 0.8 -2.8 -0.718
H -0.75367 2.00486 -2.12717 0.0 -0.3 0.0 0.034
H -0.40277 1.73013 -3.84894 -0.2 0.2 -0.2 0.316
H -0.53231 3.41578 -3.09853 -0.3 0.0 -0.6 0.351
H 1.66988 2.46588 -4.74182 -0.4 -0.4 0.0 0.426
H 1.59156 3.98257 -3.81353 0.0 0.4 -0.4 0.310
H 3.50435 1.70783 -3.32815 0.2 -0.2 0.1 0.028
H 3.74382 4.56774 -2.21489 0.0 0.1 -0.4 0.346
H 4.85966 3.22266 -1.98800 0.1 0.1 -0.2 0.357
H 3.28024 3.16867 -1.31334 -0.3 -0.2 -0.2 0.250
H 4.24348 4.16821 -4.75356 0.1 0.6 1.1 0.274
H 3.78001 2.92828 -5.44237 -0.1 -1.0 -0.1 0.240
C -0.42809 -2.76116 0.49251 1.5 -1.6 0.7 -0.739
O 0.05950 -3.43072 1.68377 -1.1 0.9 -0.2 -0.380
C 1.44287 -3.70483 1.72204 -1.4 -0.4 0.5 -0.599
C 1.64769 -4.19809 3.14351 1.1 -0.1 0.4 0.497
C 1.21454 -3.18268 4.14714 -0.9 0.3 1.3 -1.414
N 3.08454 -4.45356 3.38046 -1.1 -0.3 0.0 -0.769
H -0.00454 -1.75709 0.46953 -0.3 0.1 -0.3 0.348
H -1.51413 -2.84225 0.44714 0.1 0.3 0.3 0.318
H -0.01642 -3.40801 -0.28223 -0.1 0.5 -0.8 0.277
H 1.66124 -4.46162 0.96859 0.3 -0.3 -0.1 0.325
H 2.09209 -2.84580 1.55269 -0.1 0.4 -0.1 0.293
H 1.16610 -5.15416 3.34867 -0.4 0.1 -0.3 0.313
H 0.13596 -3.06642 4.25319 0.0 0.1 -0.6 0.210
H 1.66678 -2.20332 3.99085 0.0 0.1 -0.2 0.258
H 1.48465 -3.51167 5.15059 0.5 -0.1 0.0 0.454
H 3.53798 -3.59502 3.10225 0.7 -0.2 -0.3 0.306
H 3.23592 -5.21032 2.72894 1.2 0.1 -0.2 0.289
C 2.42901 -2.33332 -3.91151 -0.1 -1.0 1.4 -1.085
C 1.16392 -2.87988 -3.19574 0.8 -0.6 -0.8 -0.315
O 0.37904 -1.85112 -2.67879 -0.8 0.6 -0.3 -0.375
H 2.98257 -1.84347 -3.11044 0.3 0.3 -0.4 0.234
H 2.29037 -1.67303 -4.76760 -0.5 0.1 0.3 0.276
H 3.01049 -3.18710 -4.25944 0.2 0.0 0.0 0.391
H 1.31104 -3.54597 -2.34557 1.2 -0.1 0.0 0.209
H 0.62195 -3.54351 -3.86951 -0.5 0.3 -0.4 0.435
H -0.46585 -1.94036 -3.12578 -0.4 0.5 0.2 0.177
C 1.02094 2.73889 2.07862 -0.1 0.4 0.3 -1.542
C 0.20154 2.11494 0.95595 1.9 0.7 1.0 0.589
O 0.01223 0.75996 1.24803 -0.6 -0.5 -1.4 -0.157
H 1.41987 3.68767 1.71978 0.2 0.1 0.1 0.428
H 1.82489 2.08851 2.42328 0.1 0.0 -0.3 0.305
H 0.40350 2.95943 2.94938 -0.1 0.0 0.1 0.289
H 0.85464 2.19741 0.08717 -0.5 -0.3 -0.4 -0.241
H -0.64793 2.78917 0.84679 -0.7 -0.6 -0.4 0.182
H -0.59358 0.66057 1.98608 -0.3 0.1 0.6 0.406
O -5.28019 0.80942 -1.65188 -0.1 0.1 -0.2 -0.619
H -4.57239 0.29761 -1.26034 0.5 -0.1 0.2 0.289
H -6.04109 0.22952 -1.62111 -0.2 -0.1 0.0 0.300
O -2.30266 -1.90541 -3.21043 0.0 0.0 -0.1 -0.581
H -2.63518 -2.76859 -3.45655 -0.1 -0.3 0.0 0.239
H -2.92040 -1.28912 -3.60392 -0.2 0.3 -0.2 0.262
O 1.89615 0.22057 -1.40619 0.6 -0.5 0.6 -0.583
H 1.70919 1.12585 -1.65468 0.0 0.3 -0.2 0.395
H 1.21302 -0.29269 -1.83761 -0.2 -0.4 -0.2 0.321
O -2.04374 -0.00592 -0.86755 -0.6 0.1 -0.3 -0.256
H -1.29277 -0.04036 -0.27502 0.6 0.2 0.6 -0.041
H -1.76729 -0.50715 -1.63473 0.1 -0.3 -0.2 0.258

no.,maximum force (eV/Å),HOMO level (eV)
1,4.17,-9.71
2,3.22,-9.12